Entry 1:
{"formula": "C5H10N3", "method": "ωB97M-V with the def2-TZVPD basis set", "species": ["N", "N", "H", "C", "H", "H", "H", "H", "C", "H", "H", "C", "H", "N", "H", "H", "C", "C"], "xyz": [[0.50, 0.21, -0.89], [1.28, -1.97, -1.20], [1.46, -2.94, -0.74], [-2.43, 1.12, 0.32], [-0.11, 2.18, -1.14], [-0.89, 2.06, 1.59], [0.04, 0.05, -1.74], [-3.34, 1.53, -0.11], [-1.14, 1.39, 0.81], [1.20, -1.91, -2.23], [1.12, -0.43, 1.68], [-1.85, 0.07, 0.87], [1.09, 1.81, 0.35], [1.54, -0.97, 0.90], [2.10, -1.64, 1.32], [-1.89, -1.08, 0.92], [0.25, 1.52, -0.30], [1.07, -0.98, -0.40]], "mulliken_charge": [-0.16, -0.40, 0.29, -0.41, 0.35, 0.37, 0.22, 0.38, -0.17, 0.25, 0.24, -0.26, 0.37, -0.35, 0.21, 0.32, -0.84, 0.59], "smiles": "NC(N)=[NH+]CC1C=C1", "total_charge": 1, "e_homo_ev": -12.45, "gap_ev": 9.38, "energy_ev": -9808.018}


Entry 2:
{"formula": "C5H9NO2Se", "method": "ωB97M-V with the def2-TZVPD basis set", "species": ["O", "C", "O", "C", "H", "H", "H", "H", "C", "H", "N", "H", "H", "C", "H", "H", "C", "Se"], "xyz": [[-2.47, -2.45, 0.49], [0.02, -2.04, -0.75], [-2.85, -0.19, 0.71], [0.53, 0.28, 0.58], [0.79, 2.39, 0.84], [-1.61, -1.09, -1.67], [2.27, 1.57, 1.31], [-0.04, 0.28, 1.88], [-2.13, -1.30, 0.30], [-0.13, 0.73, -1.26], [-0.46, 0.33, -0.47], [-0.35, -2.98, -0.24], [1.82, 1.43, -0.53], [-1.00, -0.96, -0.67], [0.26, -2.52, -1.78], [-2.32, 0.58, 0.45], [1.49, 1.53, 0.54], [1.56, -1.38, 0.40]], "mulliken_charge": [-0.56, -0.82, -0.50, -0.19, 0.29, 0.27, 0.37, 0.25, 0.32, 0.25, -0.45, 0.36, 0.36, 0.45, 0.36, 0.39, -1.16, 0.00], "e_homo_ev": -8.58, "gap_ev": 9.08, "energy_ev": -76260.517}


Entry 3:
{"formula": "C5H12O", "method": "ωB97M-V with the def2-TZVPD basis set", "species": ["C", "H", "H", "H", "H", "H", "C", "O", "H", "C", "C", "H", "H", "H", "H", "C", "H", "H"], "xyz": [[0.30, 0.50, 0.65], [1.04, 0.14, -1.39], [-0.23, -1.97, -0.33], [-0.59, 0.17, 1.18], [-0.55, -1.61, -2.06], [1.25, 2.35, 1.55], [0.72, 1.97, 0.68], [-2.04, -1.09, -0.81], [-2.23, -0.18, -0.55], [-0.63, -1.24, -1.03], [1.44, -0.38, 1.24], [1.38, -1.41, 0.91], [1.42, 2.06, -0.15], [-0.22, 2.54, 0.68], [-0.48, 0.95, -1.24], [0.09, 0.09, -0.86], [1.36, -0.43, 2.33], [2.43, 0.02, 1.01]], "mulliken_charge": [0.74, 0.40, 0.20, 0.32, 0.29, 0.42, -1.51, -0.52, 0.31, -0.24, -1.42, 0.38, 0.35, 0.34, 0.40, -1.15, 0.36, 0.33], "smiles": "CC(C)CCO", "e_homo_ev": -10.21, "gap_ev": 11.26, "energy_ev": -7426.536}


Entry 4:
{"formula": "C21H41BO7", "method": "ωB97M-V with the def2-TZVPD basis set", "species": ["C", "C", "H", "C", "O", "H", "H", "C", "C", "H", "C", "C", "H", "C", "H", "H", "H", "C", "H", "O", "C", "H", "H", "H", "H", "H", "O", "C", "H", "H", "H", "C", "C", "C", "H", "C", "O", "H", "C", "H", "H", "H", "H", "O", "H", "H", "H", "H", "H", "O", "O", "C", "H", "H", "H", "C", "C", "H", "H", "H", "H", "H", "B", "H", "H", "H", "C", "C", "H", "H"], "xyz": [[5.31, -0.38, -1.13], [-4.84, 1.95, -0.06], [-6.75, -0.36, 2.31], [-7.10, 0.60, -2.33], [-6.52, -1.84, -2.28], [2.11, 2.30, 1.18], [-3.12, 1.27, -1.47], [3.78, 1.33, 0.07], [5.38, -1.81, -0.39], [5.71, -0.50, -2.20], [-6.48, -1.46, 2.53], [1.26, 1.82, -0.82], [-4.89, 0.84, 0.25], [8.48, -1.11, 1.68], [8.01, -4.14, 1.07], [4.69, 2.02, -0.08], [4.40, -2.39, -0.45], [-6.22, 2.51, -0.68], [-6.59, 3.35, 0.00], [7.99, -2.07, 0.85], [-0.10, 2.38, -0.10], [9.54, -3.39, 0.56], [3.91, 0.87, 1.11], [-4.48, -1.26, -0.47], [5.53, -1.57, 0.73], [-2.87, 4.25, -0.22], [8.28, 0.06, 1.53], [-1.15, 3.00, -1.14], [-7.37, 0.59, -0.06], [5.99, 0.32, -0.53], [-0.87, 4.08, -1.45], [-6.67, -2.69, -1.13], [9.01, -3.05, 2.65], [2.49, 2.29, 0.09], [2.75, 3.36, -0.24], [8.66, -3.28, 1.21], [-4.70, -1.71, 0.38], [-2.44, 2.71, 0.73], [3.80, 0.25, -1.12], [8.17, -3.29, 3.30], [-3.94, 2.80, -2.03], [3.09, -0.63, -0.93], [-6.06, 2.99, -1.71], [-7.27, -3.79, -1.16], [10.22, -4.84, 2.80], [-5.97, 0.56, -2.55], [-4.65, 2.54, 0.90], [-7.62, 1.21, -3.16], [-8.26, -1.12, -1.33], [-6.90, -2.35, 1.45], [9.22, -1.64, 2.69], [-7.64, -0.90, -2.28], [3.54, 0.66, -2.14], [1.33, 2.22, -1.89], [-5.39, -1.59, 2.83], [10.25, -3.79, 3.10], [-2.55, 3.16, -0.32], [-8.36, 1.85, -0.97], [-1.27, 2.41, -2.11], [10.34, -3.75, 4.19], [1.12, 0.69, -0.89], [6.24, -2.47, -0.77], [-6.04, -2.23, 0.31], [11.16, -3.33, 2.69], [-0.59, 1.56, 0.52], [-7.10, -1.75, 3.46], [-3.62, 2.23, -1.09], [-7.32, 1.36, -0.91], [0.24, 3.25, 0.58], [-8.31, -1.11, -3.18]], "mulliken_charge": [-0.47, -0.09, 0.20, -0.39, -0.42, 0.27, 0.28, -0.63, -0.75, 0.38, -0.54, -0.34, 0.00, 0.55, 0.34, 0.28, 0.38, -0.92, 0.36, -0.20, -0.67, 0.30, 0.22, 0.31, 0.11, 0.29, -0.53, -0.67, 0.06, 0.17, 0.26, 0.43, 0.48, -0.62, 0.22, -0.52, -0.57, 0.44, -0.21, 0.25, 0.22, 0.16, 0.34, -0.52, 0.36, 0.16, 0.39, 0.38, 0.34, -0.40, -0.34, -0.46, 0.27, 0.29, 0.26, -1.44, -0.83, 0.34, 0.43, 0.36, 0.24, 0.14, 0.71, 0.36, 0.27, 0.25, -0.55, -0.38, 0.27, 0.32], "smiles": "CCCCCCCCCCCCCCCOC(=O)B(O)OC.C[C@@H]1COC(=O)O1", "e_homo_ev": -9.76, "gap_ev": 10.24, "energy_ev": -37448.750}


Entry 5:
{"formula": "C11H19NSi", "method": "ωB97M-V with the def2-TZVPD basis set", "species": ["C", "C", "H", "H", "H", "C", "H", "H", "H", "C", "C", "C", "H", "H", "Si", "H", "H", "N", "H", "C", "H", "H", "C", "H", "C", "H", "C", "H", "H", "C", "H", "H"], "xyz": [[4.90, 0.08, -0.51], [2.74, 1.11, -0.79], [-3.08, 2.80, 0.64], [-3.92, -2.73, 0.25], [-3.12, 2.43, -1.05], [-2.36, 2.62, -0.13], [2.66, -2.40, -0.83], [2.25, 2.08, -0.81], [4.78, -2.19, -0.66], [4.15, 1.20, -0.65], [-2.07, -1.82, -0.12], [3.02, -1.33, -0.85], [5.99, 0.30, -0.26], [4.53, 2.11, -0.43], [-1.52, -0.02, -0.95], [-1.60, 3.48, -0.42], [-1.97, -2.31, 1.95], [-1.71, 1.34, 0.09], [-0.55, -2.59, 0.98], [-3.59, -1.72, 0.18], [-1.79, -2.49, -0.94], [-4.30, -1.15, -0.54], [-1.28, -1.92, 1.19], [-1.10, 2.05, 2.11], [-0.77, 1.55, 1.21], [-0.84, -0.98, 1.56], [2.22, -0.17, -0.99], [-0.26, 0.70, 1.66], [-2.00, 0.47, -2.19], [4.37, -1.21, -0.73], [-0.03, 2.07, 0.74], [-3.79, -1.36, 1.31]], "mulliken_charge": [-0.23, -0.13, 0.37, 0.44, 0.28, -0.93, 0.27, 0.37, 0.32, -0.66, 0.37, -0.18, 0.25, 0.41, -0.04, 0.26, 0.44, 0.37, 0.32, -1.34, 0.43, 0.30, -1.27, 0.31, -1.13, 0.19, -0.11, 0.29, -0.15, -0.43, 0.36, 0.26], "e_homo_ev": [-8.47, -6.35], "gap_ev": [8.71, 6.36], "energy_ev": -21076.527}


Entry 6:
{"formula": "C29H32N6OPtS", "method": "ωB97M-V with the def2-TZVPD basis set", "species": ["C", "H", "C", "C", "N", "C", "O", "H", "H", "N", "H", "C", "H", "H", "C", "H", "H", "C", "C", "H", "H", "C", "C", "H", "C", "H", "H", "H", "H", "C", "H", "H", "C", "C", "H", "N", "H", "C", "H", "H", "H", "C", "H", "H", "C", "H", "N", "C", "C", "C", "H", "S", "C", "H", "C", "C", "C", "Pt", "H", "H", "H", "C", "C", "H", "N", "H", "N", "C", "C", "C"], "xyz": [[-0.06, 1.19, -2.38], [3.32, -3.76, 0.99], [-1.07, 3.65, 0.97], [-1.67, 1.76, -0.60], [-0.94, 0.73, -1.31], [3.03, -6.54, 1.29], [-1.35, -5.15, -0.29], [2.78, -7.45, 3.25], [3.68, 0.86, 0.18], [-0.76, -1.38, 0.64], [4.88, 2.70, -0.98], [-0.87, -2.07, 1.78], [0.64, -9.63, -0.92], [-2.06, -3.31, 3.05], [2.09, -5.38, 1.57], [-1.80, 4.27, 0.47], [-0.53, 1.98, -2.98], [-3.09, -2.72, 1.25], [0.93, -8.63, -1.20], [-2.03, 2.55, -1.27], [-0.52, 5.12, 2.44], [-1.82, -1.31, -0.21], [-0.37, 4.11, 2.07], [-2.55, 1.30, -0.15], [2.01, -8.43, -2.06], [1.42, 1.31, 2.62], [2.15, -5.09, 2.62], [3.21, -7.00, -3.12], [-3.82, -1.92, -0.61], [3.88, 2.44, -1.27], [1.06, -5.66, 1.37], [1.11, 3.58, 3.56], [1.92, 2.74, -2.62], [-0.18, -5.12, -0.58], [2.95, -6.84, 0.25], [2.42, -4.18, 0.78], [3.38, -8.55, 2.02], [-2.99, -1.98, 0.08], [3.70, 3.92, -2.81], [-4.00, -3.26, 1.47], [-1.10, -1.13, -2.22], [0.54, 3.27, 2.69], [0.01, -2.07, 2.42], [1.38, 3.24, -3.41], [-0.85, 2.36, 0.53], [1.68, -8.08, 2.02], [1.97, 1.06, -0.94], [-1.66, -0.52, -1.51], [1.69, -3.46, -0.03], [0.72, 2.00, 2.18], [1.98, -5.05, -2.24], [2.34, -1.92, -0.57], [0.22, -7.54, -0.72], [-0.03, -3.09, -0.93], [3.22, 1.42, -0.62], [0.62, -6.25, -1.08], [-2.02, -2.76, 2.12], [0.81, -0.27, 0.03], [4.06, -6.22, 1.46], [0.12, 0.35, -3.06], [-2.66, -0.37, -1.93], [2.70, -7.72, 2.20], [1.70, -6.05, -1.94], [2.55, -9.28, -2.44], [0.49, -3.83, -0.49], [-0.63, -7.67, -0.07], [0.04, 1.55, 1.11], [2.38, -7.15, -2.44], [3.22, 3.11, -2.29], [1.31, 1.70, -1.94]], "mulliken_charge": [-1.09, 0.29, -1.11, -1.19, 0.07, 0.13, -0.47, 0.39, 0.46, -0.04, 0.44, -0.02, 0.46, 0.51, -0.90, 0.49, 0.34, -0.58, -0.63, 0.45, 0.45, 1.30, -0.37, 0.39, -0.43, 0.47, 0.62, 0.45, 0.53, -0.88, 0.28, 0.44, -1.05, -0.05, -0.05, 0.04, 0.38, -0.81, 0.45, 0.47, 0.42, -0.82, 0.50, 0.48, 1.00, 0.32, 0.21, -1.44, 0.37, -0.20, 0.42, -0.60, -0.54, -0.20, 0.13, 0.67, -0.80, 0.65, 0.49, 0.39, 0.38, -1.44, -0.11, 0.43, 0.26, 0.47, -0.14, -0.78, -0.40, 1.23], "total_charge": 2, "e_homo_ev": -13.13, "gap_ev": 7.78, "energy_ev": -55651.390}